Entry 1:
{"formula": "C2H10NS2", "method": "ωB97M-V/def2-TZVPD", "symbols": ["C", "N", "H", "H", "H", "H", "H", "H", "C", "S", "S", "H", "H", "H", "H"], "positions_angstrom": [[0.750, 1.600, 1.997], [1.083, 1.213, 0.630], [1.404, 2.414, 2.454], [-0.172, 2.211, 1.837], [0.536, 0.753, 2.717], [2.027, 0.947, 0.647], [1.013, 1.991, 0.015], [0.631, 0.441, 0.024], [-1.851, -2.077, -0.970], [-0.131, -1.578, -0.676], [0.292, -0.308, -2.299], [-2.355, -1.298, -1.585], [-2.508, -2.302, -0.081], [-1.881, -2.987, -1.650], [1.162, -1.021, -3.060]], "total_charge": 1, "relative_energy_kcal_mol": 23.5}


Entry 2:
{"formula": "C2H10O2S2", "method": "ωB97M-V/def2-TZVPD", "symbols": ["C", "C", "S", "S", "H", "H", "H", "H", "H", "H", "H", "H", "O", "H", "H", "O"], "positions_angstrom": [[1.206, 0.461, -2.515], [0.914, 1.123, -1.107], [-0.739, 0.719, -0.527], [-0.966, 0.861, 1.579], [0.416, 0.508, -3.159], [1.572, -0.505, -2.336], [2.041, 1.108, -3.063], [1.084, 2.320, -1.249], [1.685, 0.844, -0.385], [-0.170, -0.079, 1.918], [2.140, -1.537, 0.576], [0.753, -1.828, 1.170], [1.664, -1.404, 1.468], [-0.708, -1.650, -0.549], [-0.462, -3.154, -0.445], [-0.887, -2.448, 0.085]], "smiles": "CCSS.O.O", "relative_energy_kcal_mol": 31.4}


In the order shown, the computed LUMO level values come out to -3.3, 0.2 eV.
In the order shown, the computed gap between HOMO and LUMO values come out to 9.79, 9.28 eV.
In the order shown, the computed HOMO energy values come out to -0.4818, -0.3323 Eh.